Entry 1:
{
  "formula": "C54H51MgN7OPSSi",
  "method": "ωB97M-V with the def2-TZVPD basis set",
  "total_charge": 1,
  "energy_ha": -3775.911405,
  "mol_weight_g_mol": 929.48,
  "e_above_lowest_kcal_mol": 63.8,
  "elements": ["Mg", "C", "O", "C", "C", "C", "C", "C", "C", "C", "N", "C", "C", "N", "C", "C", "C", "C", "N", "C", "C", "N", "C", "C", "C", "C", "H", "H", "H", "H", "H", "H", "H", "H", "H", "H", "H", "H", "H", "H", "C", "Si", "C", "C", "C", "C", "H", "H", "H", "H", "H", "H", "H", "H", "H", "C", "N", "C", "C", "N", "C", "S", "H", "H", "H", "H", "H", "H", "H", "H", "N", "C", "C", "C", "C", "C", "C", "C", "H", "H", "H", "H", "H", "C", "C", "C", "C", "C", "C", "P", "C", "C", "C", "C", "C", "C", "C", "C", "C", "C", "C", "C", "H", "H", "H", "H", "H", "H", "H", "H", "H", "H", "H", "H", "H", "H", "H"],
  "positions_angstrom": [[-2.09, -1.48, -1.45], [-1.80, 11.91, 1.45], [-2.98, 11.20, 1.11], [-2.78, 9.94, 0.74], [-1.98, 9.10, 1.55], [-1.97, 7.78, 1.19], [-2.63, 7.21, 0.13], [-3.42, 8.09, -0.64], [-3.50, 9.42, -0.34], [-2.71, 5.72, -0.13], [-3.07, 5.15, -1.25], [-2.90, 3.80, -0.99], [-2.44, 3.55, 0.29], [-2.39, 4.84, 0.84], [-2.25, 2.24, 0.79], [-2.16, 1.87, 2.16], [-2.14, 0.55, 2.49], [-2.18, -0.44, 1.46], [-2.33, -0.07, 0.24], [-2.49, 1.22, -0.13], [-2.86, 1.44, -1.48], [-3.12, 0.34, -2.29], [-3.58, 0.65, -3.48], [-3.92, 1.92, -3.99], [-3.74, 3.02, -3.13], [-3.16, 2.77, -1.91], [-2.02, 13.01, 1.30], [-1.00, 11.63, 0.79], [-1.46, 11.73, 2.50], [-1.47, 9.53, 2.37], [-1.36, 7.08, 1.79], [-3.86, 7.64, -1.53], [-4.15, 10.08, -0.87], [-1.89, 5.04, 1.71], [-2.03, 2.67, 2.91], [-1.97, 0.26, 3.55], [-2.09, -1.48, 1.68], [-3.70, -0.24, -4.15], [-4.24, 2.03, -5.03], [-4.01, 4.03, -3.45], [0.29, -4.36, 3.18], [-0.85, -5.12, 1.86], [-0.42, -6.92, 1.39], [-2.53, -5.09, 2.65], [-1.05, -4.02, 0.39], [-1.46, -3.18, -0.40], [-0.01, -4.81, 4.12], [0.06, -3.28, 3.23], [1.39, -4.59, 3.05], [-0.30, -7.48, 2.33], [0.46, -7.06, 0.78], [-1.36, -7.27, 0.89], [-2.66, -5.83, 3.45], [-3.31, -5.36, 1.93], [-2.83, -4.09, 3.10], [-1.28, -4.20, -6.64], [-0.77, -4.51, -5.34], [-0.12, -5.77, -5.05], [0.28, -5.63, -3.57], [-0.71, -4.64, -3.11], [-1.18, -3.95, -4.18], [-2.02, -2.53, -4.13], [-0.48, -4.20, -7.43], [-1.79, -3.23, -6.57], [-1.89, -5.07, -6.98], [0.75, -5.88, -5.71], [-0.75, -6.60, -5.17], [1.31, -5.33, -3.44], [0.20, -6.62, -3.07], [-0.75, -4.30, -2.18], [-0.09, -0.70, -2.10], [0.97, -1.17, -2.36], [2.10, -1.89, -2.91], [1.90, -2.45, -4.17], [2.89, -3.24, -4.70], [4.02, -3.62, -3.90], [4.20, -3.07, -2.64], [3.26, -2.12, -2.17], [1.02, -2.21, -4.74], [2.77, -3.71, -5.67], [4.73, -4.37, -4.28], [5.07, -3.22, -1.98], [3.44, -1.66, -1.22], [5.00, 3.02, 1.36], [4.13, 2.68, 0.35], [3.05, 1.80, 0.50], [2.76, 1.26, 1.81], [3.76, 1.58, 2.82], [4.80, 2.43, 2.58], [1.55, -0.07, 1.87], [2.55, -1.55, 1.44], [1.94, -2.67, 0.91], [2.71, -3.72, 0.46], [4.09, -3.69, 0.52], [4.70, -2.63, 1.09], [3.94, -1.60, 1.58], [1.28, -0.25, 3.72], [1.67, -1.38, 4.46], [1.25, -1.46, 5.79], [0.51, -0.45, 6.40], [0.12, 0.70, 5.63], [0.53, 0.75, 4.31], [5.75, 3.82, 1.22], [4.26, 3.08, -0.63], [2.49, 1.58, -0.41], [3.68, 1.09, 3.80], [5.54, 2.53, 3.40], [0.89, -2.79, 0.84], [2.21, -4.57, -0.04], [4.67, -4.56, 0.21], [5.75, -2.67, 1.24], [4.44, -0.64, 1.89], [2.01, -2.30, 4.01], [1.44, -2.35, 6.36], [0.29, -0.49, 7.46], [-0.54, 1.50, 6.05], [0.09, 1.62, 3.67]]
}

***

Entry 2:
{
  "formula": "C54H54F6N5O5S4Sn",
  "method": "ωB97M-V with the def2-TZVPD basis set",
  "total_charge": -1,
  "energy_ha": -5146.514070,
  "mol_weight_g_mol": 1214.02,
  "e_above_lowest_kcal_mol": 0.0,
  "elements": ["Sn", "C", "C", "N", "N", "C", "S", "S", "C", "C", "C", "C", "C", "C", "C", "C", "C", "C", "C", "C", "C", "O", "H", "H", "H", "H", "H", "H", "H", "H", "H", "H", "H", "H", "H", "H", "F", "C", "F", "F", "S", "O", "O", "N", "S", "O", "O", "C", "F", "F", "F", "C", "C", "C", "C", "C", "C", "C", "C", "C", "C", "C", "C", "N", "C", "C", "N", "C", "C", "C", "C", "C", "C", "C", "C", "C", "C", "C", "C", "C", "C", "C", "C", "C", "C", "C", "C", "C", "C", "H", "H", "H", "H", "H", "H", "H", "H", "H", "H", "H", "H", "H", "H", "H", "H", "H", "H", "H", "H", "H", "H", "H", "H", "H", "H", "H", "H", "H", "H", "H", "H", "H", "H", "H", "H", "H", "H", "H", "H"],
  "positions_angstrom": [[-0.14, 0.56, -0.35], [-1.82, 3.73, 2.85], [-1.70, 2.79, 1.67], [-0.61, 2.11, 1.50], [0.34, 2.32, 2.49], [1.44, 1.67, 2.41], [1.97, 0.55, 1.21], [2.56, 1.89, 3.80], [1.49, 1.24, 5.12], [0.68, 2.24, 5.92], [0.02, 1.77, 7.06], [-0.75, 2.62, 7.83], [-0.87, 3.96, 7.49], [-0.21, 4.44, 6.36], [0.56, 3.58, 5.58], [-2.86, 2.63, 0.80], [-3.78, 3.69, 0.67], [-4.99, 3.55, 0.03], [-5.33, 2.29, -0.49], [-4.45, 1.24, -0.40], [-3.17, 1.38, 0.21], [-2.38, 0.36, 0.25], [-1.44, 3.23, 3.73], [-2.85, 4.03, 3.01], [-1.19, 4.61, 2.69], [2.15, 0.69, 5.78], [0.82, 0.52, 4.63], [0.11, 0.73, 7.33], [-1.26, 2.24, 8.71], [-1.47, 4.63, 8.09], [-0.30, 5.48, 6.08], [1.06, 3.95, 4.70], [-3.52, 4.67, 1.07], [-5.66, 4.39, -0.05], [-6.29, 2.16, -0.98], [-4.70, 0.27, -0.80], [3.38, 3.60, -4.72], [2.88, 2.37, -4.73], [3.88, 1.51, -4.55], [2.34, 2.14, -5.93], [1.63, 2.10, -3.39], [1.30, 0.71, -3.58], [2.29, 2.47, -2.17], [0.49, 3.10, -3.81], [-0.33, 3.73, -2.61], [-1.49, 4.41, -3.08], [-0.54, 2.87, -1.44], [0.79, 5.09, -1.94], [0.07, 6.21, -1.76], [1.34, 4.77, -0.77], [1.76, 5.37, -2.81], [-4.43, -1.67, 2.85], [-3.25, -0.71, 2.58], [-3.67, 0.72, 2.94], [-1.99, -1.11, 3.34], [-1.93, -0.89, 4.72], [-0.80, -1.21, 5.45], [0.31, -1.74, 4.81], [0.30, -1.96, 3.44], [1.48, -2.62, 2.75], [1.39, -4.15, 2.89], [2.83, -2.13, 3.27], [-0.86, -1.66, 2.71], [-0.83, -1.84, 1.31], [-1.33, -2.86, 0.74], [-1.26, -3.04, -0.76], [-0.93, -2.10, -1.53], [-0.57, -2.31, -2.88], [0.68, -2.93, -3.12], [1.16, -2.97, -4.42], [0.43, -2.46, -5.48], [-0.81, -1.89, -5.23], [-1.33, -1.80, -3.94], [-2.71, -1.17, -3.80], [-2.60, 0.28, -3.30], [-3.69, -1.95, -2.92], [1.56, -3.50, -2.02], [2.89, -2.74, -1.94], [1.80, -5.00, -2.20], [-1.74, -4.41, -1.04], [-1.91, -5.14, -2.19], [-2.51, -6.42, -2.09], [-2.89, -6.97, -0.89], [-2.70, -6.25, 0.31], [-3.00, -6.68, 1.63], [-2.73, -5.86, 2.70], [-2.17, -4.57, 2.56], [-1.90, -4.11, 1.29], [-2.13, -4.97, 0.19], [-5.34, -1.25, 2.44], [-4.57, -1.82, 3.93], [-4.27, -2.64, 2.39], [-3.02, -0.73, 1.52], [-4.03, 0.79, 3.97], [-4.47, 1.05, 2.28], [-2.82, 1.40, 2.81], [-2.79, -0.47, 5.22], [-0.78, -1.03, 6.52], [1.19, -1.99, 5.38], [1.43, -2.37, 1.69], [1.47, -4.44, 3.94], [2.20, -4.63, 2.33], [0.44, -4.53, 2.50], [2.99, -2.38, 4.32], [2.92, -1.05, 3.14], [3.64, -2.58, 2.69], [2.13, -3.41, -4.61], [0.82, -2.49, -6.48], [-1.39, -1.48, -6.05], [-3.14, -1.14, -4.80], [-2.32, 0.29, -2.25], [-3.56, 0.79, -3.41], [-1.85, 0.83, -3.87], [-3.45, -1.84, -1.86], [-3.68, -3.02, -3.17], [-4.70, -1.57, -3.07], [1.07, -3.37, -1.05], [3.50, -2.91, -2.83], [3.46, -3.06, -1.06], [2.71, -1.66, -1.86], [2.32, -5.20, -3.14], [0.86, -5.55, -2.21], [2.42, -5.39, -1.39], [-1.61, -4.76, -3.16], [-2.67, -6.99, -3.00], [-3.34, -7.96, -0.85], [-3.45, -7.66, 1.78], [-2.96, -6.21, 3.70], [-1.98, -3.97, 3.43]]
}

***

Entry 3:
{
  "formula": "C54H58N3O3S4SiTi",
  "method": "ωB97M-V with the def2-TZVPD basis set",
  "total_charge": 3,
  "energy_ha": -5213.512801,
  "mol_weight_g_mol": 1001.30,
  "e_above_lowest_kcal_mol": 7.1,
  "elements": ["Ti", "C", "C", "C", "C", "C", "C", "C", "S", "O", "C", "C", "C", "C", "C", "C", "C", "C", "C", "C", "C", "C", "C", "C", "C", "C", "C", "C", "C", "C", "S", "O", "C", "C", "C", "C", "C", "C", "C", "H", "H", "H", "H", "H", "H", "H", "H", "H", "H", "H", "H", "H", "H", "H", "H", "H", "H", "H", "H", "H", "H", "H", "H", "H", "H", "C", "N", "C", "C", "N", "C", "S", "C", "C", "C", "C", "C", "N", "H", "H", "H", "H", "H", "H", "H", "H", "H", "C", "Si", "C", "C", "C", "C", "H", "H", "H", "H", "H", "H", "H", "H", "H", "C", "C", "C", "S", "O", "C", "C", "C", "H", "H", "H", "H", "H", "H", "H", "H", "H", "H", "H", "H", "H", "H"],
  "positions_angstrom": [[0.05, -0.19, 0.08], [7.04, 2.32, 3.69], [5.81, 1.54, 3.35], [4.61, 2.18, 3.06], [3.46, 1.47, 2.77], [3.53, 0.08, 2.74], [4.72, -0.59, 2.99], [5.85, 0.14, 3.30], [2.14, -0.93, 2.35], [1.26, 0.09, 1.52], [1.25, -1.30, 3.84], [1.46, -2.66, 4.19], [0.88, -3.17, 5.31], [0.04, -2.36, 6.12], [-0.59, -2.89, 7.27], [-1.41, -2.11, 8.02], [-1.64, -0.76, 7.67], [-1.04, -0.22, 6.56], [-0.19, -1.01, 5.75], [0.46, -0.47, 4.60], [0.27, 0.98, 4.30], [1.10, 1.93, 4.96], [2.10, 1.54, 5.89], [2.89, 2.48, 6.48], [2.73, 3.85, 6.18], [1.78, 4.26, 5.28], [0.94, 3.31, 4.66], [-0.07, 3.71, 3.74], [-0.89, 2.80, 3.15], [-0.72, 1.43, 3.46], [-1.70, 0.21, 2.65], [-1.43, 0.53, 1.12], [-3.37, 0.71, 2.87], [-4.30, -0.04, 2.15], [-5.65, 0.22, 2.31], [-6.09, 1.19, 3.21], [-7.55, 1.46, 3.41], [-5.14, 1.90, 3.95], [-3.78, 1.67, 3.79], [6.87, 3.39, 3.64], [7.86, 2.07, 3.01], [7.38, 2.08, 4.70], [4.57, 3.27, 3.08], [2.54, 1.98, 2.54], [4.77, -1.67, 2.94], [6.78, -0.37, 3.50], [2.06, -3.29, 3.55], [1.05, -4.20, 5.59], [-0.41, -3.92, 7.54], [-1.89, -2.51, 8.91], [-2.29, -0.15, 8.28], [-1.22, 0.82, 6.31], [2.23, 0.50, 6.13], [3.64, 2.18, 7.20], [3.37, 4.58, 6.66], [1.65, 5.31, 5.06], [-0.18, 4.77, 3.52], [-1.66, 3.10, 2.46], [-3.97, -0.82, 1.48], [-6.38, -0.35, 1.75], [-8.17, 0.82, 2.79], [-7.79, 2.50, 3.16], [-7.83, 1.30, 4.45], [-5.46, 2.64, 4.66], [-3.07, 2.22, 4.38], [4.05, -2.21, -3.09], [2.61, -2.44, -3.24], [2.02, -3.13, -4.29], [0.70, -3.12, -4.07], [0.48, -2.43, -2.88], [1.67, -2.01, -2.39], [2.08, -1.11, -1.00], [-0.84, -2.27, -2.35], [-1.78, -3.24, -2.65], [-3.10, -3.02, -2.31], [-3.44, -1.82, -1.70], [-2.43, -0.94, -1.38], [-1.13, -1.16, -1.67], [4.56, -2.75, -3.88], [4.37, -2.58, -2.12], [4.26, -1.15, -3.16], [2.60, -3.54, -5.09], [-0.10, -3.51, -4.67], [-1.48, -4.16, -3.13], [-3.85, -3.76, -2.53], [-4.47, -1.58, -1.46], [-2.65, -0.03, -0.84], [-2.93, -5.20, 1.20], [-1.63, -4.44, 2.30], [-0.27, -5.64, 2.71], [-2.39, -3.64, 3.81], [-0.90, -3.02, 1.33], [-0.43, -2.03, 0.78], [-3.46, -6.00, 1.72], [-2.48, -5.63, 0.30], [-3.67, -4.45, 0.89], [-0.61, -6.67, 2.55], [0.03, -5.56, 3.76], [0.62, -5.49, 2.10], [-2.61, -4.40, 4.57], [-3.32, -3.14, 3.57], [-1.70, -2.91, 4.25], [-1.49, 4.29, -0.30], [-1.66, 4.31, -1.81], [-1.78, 2.93, -2.44], [-0.35, 1.84, -2.55], [-0.05, 1.35, -1.11], [1.05, 2.88, -3.00], [1.76, 3.72, -1.93], [2.65, 2.93, -0.97], [-1.40, 5.30, 0.09], [-0.62, 3.72, 0.02], [-2.37, 3.83, 0.17], [-0.86, 4.87, -2.29], [-2.58, 4.83, -2.07], [-2.12, 2.99, -3.47], [-2.50, 2.30, -1.90], [0.64, 3.49, -3.81], [1.75, 2.18, -3.45], [1.05, 4.33, -1.38], [2.38, 4.41, -2.50], [2.07, 2.37, -0.24], [3.30, 3.61, -0.43], [3.28, 2.22, -1.51]]
}

***

Entry 4:
{
  "formula": "C54H59N10O3S2",
  "method": "ωB97M-V with the def2-TZVPD basis set",
  "total_charge": -1,
  "energy_ha": -3662.661211,
  "mol_weight_g_mol": 960.27,
  "elements": ["O", "C", "O", "C", "C", "C", "S", "C", "S", "N", "C", "C", "O", "C", "C", "H", "H", "H", "H", "H", "H", "H", "H", "H", "H", "H", "H", "H", "H", "N", "C", "C", "C", "C", "C", "H", "H", "H", "H", "H", "N", "C", "C", "C", "C", "C", "H", "H", "H", "H", "H", "N", "C", "C", "C", "C", "C", "H", "H", "H", "H", "H", "N", "C", "C", "C", "C", "C", "H", "H", "H", "H", "H", "N", "C", "C", "C", "C", "C", "H", "H", "H", "H", "H", "N", "C", "C", "C", "C", "C", "H", "H", "H", "H", "H", "N", "C", "C", "C", "C", "C", "H", "H", "H", "H", "H", "N", "C", "C", "C", "C", "C", "H", "H", "H", "H", "H", "N", "C", "C", "C", "C", "C", "H", "H", "H", "H", "H"],
  "positions_angstrom": [[-4.17, 0.25, -0.07], [-3.81, -0.64, 0.79], [-4.19, -0.51, 2.10], [-2.93, -1.86, 0.25], [-2.30, -2.74, 1.43], [-0.72, -2.50, 1.46], [-0.25, -0.87, 2.30], [1.45, -0.56, 1.66], [2.68, -1.54, 2.33], [1.87, 0.43, 0.70], [3.18, 0.13, 0.05], [3.30, 1.12, -1.22], [2.44, 0.58, -2.25], [1.07, 0.42, -1.79], [0.83, 0.88, -0.26], [-3.56, -2.58, -0.40], [-2.11, -1.45, -0.45], [-2.44, -3.86, 1.16], [-2.77, -2.57, 2.45], [-0.35, -2.44, 0.37], [-0.13, -3.36, 1.97], [3.25, -0.93, -0.38], [4.05, 0.38, 0.75], [3.14, 2.22, -0.98], [4.39, 0.99, -1.60], [0.44, 1.15, -2.42], [0.63, -0.62, -2.02], [0.88, 2.03, -0.29], [-0.24, 0.62, -0.01], [6.18, -0.72, -6.06], [5.55, -0.25, -4.97], [4.17, -0.09, -4.89], [3.41, -0.44, -5.99], [4.04, -0.93, -7.13], [5.42, -1.05, -7.11], [6.19, 0.01, -4.14], [3.71, 0.29, -3.99], [2.33, -0.33, -5.97], [3.47, -1.21, -8.01], [5.96, -1.43, -7.97], [4.26, -2.98, -0.44], [5.46, -3.07, -1.03], [6.31, -4.15, -0.89], [5.89, -5.21, -0.09], [4.66, -5.14, 0.54], [3.88, -4.01, 0.33], [5.73, -2.22, -1.65], [7.26, -4.18, -1.40], [6.53, -6.08, 0.05], [4.31, -5.94, 1.17], [2.91, -3.91, 0.80], [-8.30, -1.01, -0.13], [-7.35, -1.01, 0.82], [-7.58, -1.39, 2.13], [-8.85, -1.81, 2.49], [-9.85, -1.82, 1.52], [-9.53, -1.42, 0.24], [-6.37, -0.67, 0.50], [-6.77, -1.37, 2.86], [-9.07, -2.12, 3.50], [-10.86, -2.14, 1.76], [-10.27, -1.42, -0.56], [5.27, 3.12, 0.90], [4.77, 3.93, 1.85], [5.12, 5.26, 1.99], [6.04, 5.80, 1.10], [6.58, 4.99, 0.11], [6.16, 3.67, 0.05], [4.05, 3.46, 2.52], [4.68, 5.87, 2.77], [6.34, 6.84, 1.18], [7.30, 5.37, -0.60], [6.55, 3.00, -0.71], [0.43, 1.04, -6.53], [0.41, 2.06, -5.66], [0.18, 3.38, -6.01], [-0.05, 3.67, -7.35], [-0.04, 2.64, -8.28], [0.20, 1.35, -7.82], [0.60, 1.79, -4.63], [0.17, 4.16, -5.26], [-0.23, 4.69, -7.67], [-0.21, 2.82, -9.33], [0.22, 0.51, -8.51], [8.57, 8.13, 1.75], [9.74, 8.07, 1.09], [10.59, 9.15, 0.92], [10.21, 10.37, 1.46], [9.01, 10.47, 2.15], [8.24, 9.33, 2.27], [9.98, 7.10, 0.68], [11.52, 9.04, 0.37], [10.85, 11.24, 1.35], [8.69, 11.40, 2.59], [7.29, 9.35, 2.80], [0.07, -5.26, 3.70], [1.01, -5.26, 4.66], [0.78, -5.64, 5.97], [-0.50, -6.05, 6.31], [-1.49, -6.07, 5.34], [-1.15, -5.67, 4.06], [1.99, -4.92, 4.34], [1.58, -5.61, 6.70], [-0.72, -6.36, 7.33], [-2.50, -6.39, 5.58], [-1.89, -5.67, 3.26], [-8.45, 5.01, 1.58], [-9.56, 4.42, 2.06], [-9.74, 3.05, 2.12], [-8.71, 2.24, 1.65], [-7.56, 2.82, 1.15], [-7.48, 4.20, 1.14], [-10.33, 5.10, 2.41], [-10.65, 2.63, 2.52], [-8.82, 1.16, 1.68], [-6.74, 2.21, 0.78], [-6.59, 4.70, 0.76], [-7.28, -6.17, 0.55], [-7.46, -7.41, 1.03], [-8.09, -7.69, 2.23], [-8.57, -6.62, 2.99], [-8.40, -5.33, 2.51], [-7.75, -5.16, 1.30], [-7.06, -8.20, 0.41], [-8.21, -8.71, 2.57], [-9.07, -6.80, 3.93], [-8.76, -4.48, 3.08], [-7.60, -4.16, 0.89]]
}